133
Properties=species:S:1:pos:R:3 method="wB97M-V/def2-TZVPD" smiles="CC1(C)CCCC(C)(C)N1O.CC1(C)CCCC(C)(C)N1O.CC1(C)CCCC(C)(C)N1O.CC1(C)CCCC(C)(C)N1O.C[C@H]1COC(=O)O1" orbital_gap_ev=7.71 e_lumo_ev=0.17 total_charge=0
C 36.21323 18.90697 -16.96386
C 35.21241 17.76465 -17.06033
C 35.03737 16.94178 -15.81322
O 33.65453 17.08137 -15.61726
C 33.09488 17.86641 -16.49774
O 31.96997 18.23057 -16.38646
O 33.94811 18.06215 -17.49329
H 36.81148 19.34902 -17.76059
H 37.12345 18.55734 -16.47668
H 35.78580 19.72448 -16.38327
H 35.66139 17.08746 -17.78691
H 35.63673 17.40551 -15.02976
H 35.40035 15.92688 -15.97553
C 29.55498 24.24884 -21.13433
C 29.47761 23.60882 -19.76641
C 29.03768 24.88843 -18.84587
C 27.51179 25.35828 -19.01838
C 26.82017 24.10221 -18.71143
C 27.04428 22.76293 -19.57990
N 28.48155 22.59078 -19.75823
O 28.90330 21.44506 -20.34008
C 26.43080 21.45385 -19.03353
C 26.42783 23.00483 -20.98579
C 30.90942 23.19391 -19.28004
H 30.28572 25.05755 -21.12336
H 28.64240 24.58309 -21.62786
H 29.95833 23.49730 -21.81300
H 29.11372 24.69910 -17.77514
H 29.58877 25.79940 -19.07936
H 27.27714 25.59137 -20.05698
H 27.48366 26.10067 -18.22078
H 25.82995 24.46355 -18.98892
H 26.90104 23.81270 -17.66370
H 25.57413 21.49072 -18.36058
H 26.52170 20.70557 -19.82088
H 27.24474 21.08211 -18.41110
H 26.90353 23.85177 -21.48027
H 26.68677 22.11784 -21.56398
H 25.34850 23.15155 -20.94546
H 30.85328 22.82852 -18.25464
H 31.55546 24.02012 -19.57686
H 31.29546 22.37047 -19.88089
H 28.81349 20.93148 -19.53400
C 36.89465 24.97196 -22.98552
C 37.19333 26.52537 -23.02798
C 36.18173 27.20549 -24.07233
C 36.20417 28.74280 -23.99341
C 35.98327 29.16480 -22.52975
C 36.84576 28.56452 -21.41368
N 36.93106 27.07732 -21.65075
O 37.50939 26.36016 -20.60142
C 38.20167 29.34556 -21.35854
C 36.14250 28.72590 -20.00826
C 38.68383 26.70152 -23.49485
H 36.08891 24.89528 -22.25545
H 37.70472 24.34617 -22.61100
H 36.47276 24.54937 -23.89740
H 36.39416 26.75244 -25.04069
H 35.16712 26.90644 -23.80922
H 35.45011 29.22437 -24.61598
H 37.16660 29.08388 -24.37485
H 34.93934 29.25230 -22.22867
H 36.27072 30.21075 -22.63685
H 38.99892 28.85170 -20.80303
H 38.62012 29.48064 -22.35592
H 38.05779 30.39171 -21.08842
H 36.36271 28.04820 -19.18344
H 36.45461 29.71873 -19.68424
H 35.05819 28.83333 -19.97971
H 39.27186 26.35889 -22.64342
H 38.87475 27.74900 -23.72817
H 38.91954 26.09345 -24.36823
H 36.74463 26.04165 -20.11635
C 26.51469 33.37728 -12.21086
C 27.08986 32.01060 -12.14658
C 27.32569 31.43459 -13.63270
C 28.40198 32.11357 -14.54139
C 29.75368 31.98803 -13.75618
C 29.66737 32.59466 -12.34342
N 28.43561 32.15850 -11.57574
O 28.34126 32.61842 -10.34071
C 30.86472 31.92210 -11.47771
C 29.88935 34.08977 -12.44423
C 26.21036 31.05713 -11.31376
H 26.81286 34.07808 -12.99066
H 26.64654 34.01791 -11.33890
H 25.43389 33.27996 -12.31323
H 27.47474 30.36217 -13.50703
H 26.38689 31.68165 -14.12840
H 28.06314 33.12149 -14.78097
H 28.50899 31.51282 -15.44458
H 30.35558 32.66683 -14.36037
H 30.10950 30.95800 -13.73343
H 30.58557 30.93644 -11.10535
H 31.81980 31.86491 -11.99986
H 31.04978 32.48863 -10.56508
H 30.91307 34.46024 -12.49780
H 29.36615 34.68317 -13.19405
H 29.66477 34.59235 -11.50345
H 26.66564 30.06720 -11.28424
H 25.18279 30.99325 -11.67169
H 25.91662 31.42185 -10.32949
H 28.37455 31.81265 -9.81991
C 35.94089 21.34799 -9.48745
C 36.49188 22.82469 -9.47310
C 37.75961 23.01720 -10.32100
C 37.55036 22.77475 -11.85301
C 36.57720 23.78298 -12.32519
C 35.31278 24.06249 -11.43709
N 35.66411 23.96259 -9.96885
O 34.63679 24.29272 -9.08787
C 34.71611 25.47312 -11.80395
C 34.34445 23.06821 -11.79969
C 36.90050 23.17119 -8.08634
H 34.97238 21.48768 -9.00728
H 36.48680 20.75990 -8.74972
H 35.84658 20.80906 -10.43019
H 38.05273 24.06411 -10.24251
H 38.53248 22.44716 -9.80542
H 37.33290 21.74157 -12.12383
H 38.50248 22.92632 -12.36155
H 36.34912 23.63738 -13.38108
H 37.02772 24.77033 -12.42651
H 35.18630 26.23281 -11.17953
H 34.66882 25.76002 -12.85445
H 33.73318 25.59422 -11.34868
H 33.90887 23.18664 -12.79183
H 34.69722 22.03852 -11.74135
H 33.51375 23.09730 -11.09457
H 37.51210 22.45105 -7.54278
H 36.13684 23.10709 -7.31122
H 37.41666 24.13095 -8.06306
H 33.86784 23.73412 -9.22306

136
Properties=species:S:1:pos:R:3 method="wB97M-V/def2-TZVPD" smiles="CCCCN(CCCCC1=C(CCP(=O)(OCC)OCC)C(=O)OC1=O)C(=S)SCCC.CCN(CC)CC.CCN(CC)CC.CCN(CC)CC" orbital_gap_ev=6.54 e_lumo_ev=-1.19 total_charge=0
C -4.51888 5.17315 0.81779
C -3.54790 6.32153 1.46824
C -2.03086 5.73464 1.63024
C -0.97972 6.56754 0.69565
N -1.13746 6.02382 -0.69148
C 0.11940 5.43330 -1.24236
C 0.05258 3.81217 -1.39889
C -1.10912 3.40349 -2.46532
C -1.60482 1.92689 -2.15163
C -0.90053 0.70838 -2.88055
C -0.23681 0.54525 -4.13151
C 0.10389 1.68867 -5.17326
C 1.48805 2.38345 -4.63028
P 2.60420 1.28872 -3.61021
O 2.91112 -0.11315 -4.20161
O 2.14549 1.22274 -1.97516
C 2.73942 0.10438 -1.25402
C 2.14604 0.15836 0.25155
O 4.20303 1.97521 -3.62775
C 4.18756 3.36209 -3.16446
C 4.52764 4.30849 -4.45763
C 0.00838 -1.01657 -4.33320
O -0.18893 -1.56293 -5.45760
O 0.18762 -1.60712 -3.04897
C -0.61455 -0.71887 -2.25537
O -0.62885 -1.03779 -1.03442
C -1.77635 6.98029 -1.61658
S -1.14541 8.47075 -2.06528
S -3.46023 6.55643 -2.35163
C -3.25460 6.13231 -4.15261
C -3.78548 4.64542 -4.52819
C -3.29402 4.16200 -5.98608
H -5.46947 5.64026 0.36739
H -4.88448 4.46149 1.65364
H -3.95784 4.56967 0.01935
H -4.00144 6.58542 2.49962
H -3.57832 7.21413 0.75434
H -1.72430 5.83112 2.72660
H -2.09492 4.63815 1.28377
H 0.08302 6.51283 1.10964
H -1.36694 7.65978 0.70332
H 0.26450 5.88535 -2.29928
H 1.07202 5.74493 -0.65932
H 1.07831 3.52562 -1.85107
H -0.07905 3.30367 -0.37974
H -0.80022 3.64204 -3.53053
H -1.97553 4.12901 -2.22289
H -1.70068 1.74505 -1.01604
H -2.69880 1.90409 -2.57062
H 0.41913 1.20042 -6.16688
H -0.72279 2.47717 -5.29623
H 1.27639 3.33150 -4.00311
H 2.12231 2.76335 -5.52248
H 2.48389 -0.91788 -1.71968
H 3.87819 0.25843 -1.23478
H 1.06617 0.57861 0.27180
H 2.12893 -0.87104 0.75944
H 2.74735 0.87993 0.92726
H 3.16176 3.64900 -2.73183
H 5.02363 3.51772 -2.39347
H 3.66399 5.00441 -4.74185
H 5.47576 4.91737 -4.21406
H 4.77981 3.62166 -5.35128
H -3.88846 6.87498 -4.77674
H -2.16471 6.20399 -4.50896
H -3.44382 3.85348 -3.77839
H -4.93958 4.61798 -4.52126
H -3.59186 4.95373 -6.76751
H -2.15309 4.01547 -6.02952
H -3.76896 3.15250 -6.26586
C 1.08132 -4.62973 -2.92918
C 1.72625 -5.39519 -1.77878
N 1.80220 -4.63785 -0.53151
C 2.65724 -5.26731 0.47200
C 2.22229 -6.62440 1.02518
C 0.54152 -4.10058 -0.02697
C -0.58877 -5.08824 0.25845
H 1.59288 -3.68136 -3.10931
H 1.14173 -5.22295 -3.84558
H 0.02383 -4.42686 -2.74311
H 2.74478 -5.64678 -2.09682
H 1.19524 -6.34528 -1.64517
H 2.80086 -4.57526 1.30893
H 3.65669 -5.38707 0.03566
H 1.39594 -6.52555 1.73090
H 3.05380 -7.07879 1.57402
H 1.93196 -7.32298 0.23861
H 0.17409 -3.36182 -0.74531
H 0.73540 -3.51508 0.87880
H -0.70538 -5.83384 -0.53099
H -1.53684 -4.54576 0.33273
H -0.44457 -5.60573 1.20787
C -7.46851 1.58718 4.35453
C -6.40294 2.41435 5.06463
N -6.49358 3.84850 4.80044
C -5.32046 4.59212 5.25442
C -5.04163 4.62662 6.75698
C -7.77932 4.47656 5.09057
C -8.31570 4.37270 6.51737
H -7.45086 1.76196 3.27538
H -7.28358 0.52343 4.52551
H -8.47194 1.80618 4.72810
H -5.43127 2.05435 4.70717
H -6.44324 2.19567 6.13815
H -5.37874 5.62066 4.88193
H -4.43899 4.16722 4.75841
H -5.72296 5.30117 7.27787
H -4.02910 5.00353 6.93221
H -5.10455 3.63887 7.21652
H -8.52765 4.05014 4.41391
H -7.73688 5.53366 4.80583
H -8.20361 3.37086 6.93715
H -9.38503 4.60719 6.52313
H -7.83135 5.08629 7.18483
C 8.47963 -10.58043 3.43247
C 7.84270 -10.04475 2.15521
N 6.38397 -10.12372 2.14324
C 5.80475 -9.86919 0.82594
C 5.98817 -8.47483 0.22751
C 5.69551 -9.48281 3.25984
C 5.94015 -7.99143 3.48461
H 8.16763 -11.60982 3.62836
H 9.56823 -10.57272 3.33249
H 8.22934 -9.96746 4.30199
H 8.23175 -10.65022 1.32850
H 8.19553 -9.02036 1.98732
H 4.73528 -10.10422 0.85067
H 6.23261 -10.59513 0.12385
H 5.33309 -7.74325 0.70352
H 5.72117 -8.49454 -0.83374
H 7.01864 -8.12223 0.29652
H 5.96690 -10.01434 4.17834
H 4.61738 -9.65284 3.16441
H 6.99403 -7.71969 3.39495
H 5.62116 -7.71763 4.49550
H 5.36200 -7.37756 2.79281

| no. | HOMO level (eV) |
| --- | --- |
| 1 | -7.53 |
| 2 | -7.74 |